No. 1
{
  "formula": "C6H12O",
  "method": "ωB97M-V/def2-TZVPD",
  "species": ["C", "C", "O", "C", "C", "C", "C", "H", "H", "H", "H", "H", "H", "H", "H", "H", "H", "H", "H"],
  "positions_angstrom": [[-0.60896, -1.61058, 1.59836], [0.47370, -0.56990, 1.80452], [1.76339, -0.96065, 1.29953], [1.77623, 0.29074, 0.60282], [0.42981, 0.75398, 1.09473], [-0.57366, 1.55203, -2.06363], [-0.97289, 0.16962, -1.53898], [-0.37307, -2.50718, 2.17609], [-1.58009, -1.22868, 1.92321], [-0.67016, -1.88913, 0.54280], [0.54734, -0.29964, 2.87387], [1.80445, 0.13597, -0.48816], [2.63503, 0.91244, 0.88509], [0.22449, 2.00858, -1.46381], [-1.42054, 2.24107, -2.02168], [-0.23483, 1.52873, -3.10378], [-1.99823, -0.11644, -1.80655], [-0.95169, 0.19668, -0.44410], [-0.27032, -0.60764, -1.87033]],
  "atomic_forces_ev_per_a": [[-0.08, -0.10, 0.01], [-0.30, 0.02, 0.11], [0.01, -0.32, 0.03], [0.16, 0.12, -0.11], [0.39, -0.26, -0.02], [-0.09, 0.14, -0.12], [0.16, 0.11, 0.07], [0.01, 0.09, -0.04], [0.12, 0.02, -0.03], [0.02, 0.07, 0.15], [0.00, 0.01, 0.01], [-0.08, 0.21, 0.13], [-0.16, 0.13, -0.06], [-0.14, -0.23, -0.09], [0.06, -0.04, 0.04], [-0.07, -0.09, 0.10], [0.32, 0.04, -0.17], [-0.08, -0.03, -0.06], [-0.25, 0.11, 0.05]],
  "nbo_charge": [-0.614, -0.102, -0.544, -0.273, 0.139, -0.613, -0.608, 0.225, 0.226, 0.221, 0.236, 0.237, 0.230, 0.210, 0.209, 0.202, 0.211, 0.208, 0.198],
  "total_energy_ev": -8459.231,
  "lumo_ev": -0.30,
  "total_charge": 0,
  "homo_energy_ev": -9.05,
  "de_lowest_ev": 5.1229
}

=====

No. 2
{
  "formula": "C32H40BCl5F2LaN4O3P",
  "method": "ωB97M-V/def2-TZVPD",
  "species": ["La", "O", "C", "C", "C", "C", "C", "C", "C", "O", "N", "N", "C", "C", "C", "C", "C", "C", "C", "O", "H", "H", "H", "H", "H", "H", "H", "H", "H", "H", "Cl", "C", "C", "C", "Cl", "C", "Cl", "C", "Cl", "C", "Cl", "N", "H", "H", "H", "C", "C", "C", "C", "P", "N", "C", "C", "C", "C", "C", "C", "C", "C", "H", "H", "H", "H", "H", "H", "H", "H", "H", "H", "H", "H", "H", "H", "H", "H", "H", "H", "H", "H", "H", "H", "H", "H", "H", "H", "H", "F", "B", "F"],
  "positions_angstrom": [[-0.07765, 0.02391, 0.16982], [3.98434, -2.93881, 0.21598], [4.27918, -2.92550, 1.52689], [5.21553, -3.84911, 1.99552], [5.55367, -3.87466, 3.33407], [4.97182, -2.97852, 4.22629], [4.04614, -2.06668, 3.74905], [3.67586, -2.02347, 2.40977], [2.64600, -1.04674, 1.91100], [2.20530, -1.22776, 0.72319], [2.31115, -0.10903, 2.75114], [1.38775, 0.78345, 2.17839], [1.16630, 1.80871, 2.91772], [0.36903, 2.98552, 2.58085], [0.13172, 3.88946, 3.61802], [-0.55553, 5.07088, 3.42451], [-1.00395, 5.35925, 2.12954], [-0.77527, 4.50378, 1.08043], [-0.08990, 3.27257, 1.26064], [0.11458, 2.47033, 0.28354], [3.25726, -2.24699, 0.11448], [5.65486, -4.53437, 1.28513], [6.27614, -4.60108, 3.68587], [5.23433, -2.99193, 5.27449], [3.56548, -1.35663, 4.40812], [1.66455, 1.81063, 3.89756], [0.50540, 3.63889, 4.60593], [-0.74178, 5.75149, 4.24451], [-1.54879, 6.28080, 1.94211], [-1.12735, 4.72257, 0.08180], [3.15248, 1.16457, -1.31510], [1.93060, 1.19796, -2.60453], [0.65300, 0.76187, -2.33657], [-0.23081, 0.86370, -3.37942], [-1.93057, 0.33851, -3.13656], [0.09810, 1.34860, -4.64668], [-1.06913, 1.44450, -5.93656], [1.40317, 1.76305, -4.87324], [1.86477, 2.36830, -6.43524], [2.33522, 1.69058, -3.84526], [3.96487, 2.21890, -4.14123], [0.21881, -2.18805, -1.60164], [-0.60513, -2.68642, -1.28832], [1.00830, -2.57973, -1.10074], [0.35200, -2.25884, -2.60177], [1.07982, -4.53077, 1.76543], [-0.00396, -4.27421, 2.82385], [-0.42297, -5.62488, 3.41962], [0.66117, -3.46658, 3.94795], [-1.36890, -3.24768, 2.05112], [-0.82290, -2.13086, 1.11707], [-2.42675, -2.55022, 3.44143], [-1.73861, -1.30864, 4.03505], [-3.75833, -2.08126, 2.83755], [-2.76043, -3.49932, 4.60263], [-2.47225, -4.42868, 1.07300], [-1.58938, -5.33363, 0.19850], [-3.33523, -3.57819, 0.12168], [-3.40405, -5.35041, 1.87106], [2.00263, -4.80319, 2.27876], [1.26340, -3.63919, 1.17393], [0.81860, -5.34873, 1.09522], [0.44645, -6.07573, 3.91092], [-0.75646, -6.33034, 2.65813], [-1.20908, -5.54658, 4.17228], [1.59191, -3.96889, 4.21796], [0.03943, -3.41584, 4.84414], [0.90941, -2.45260, 3.64647], [-1.25816, -0.69965, 3.27329], [-0.99277, -1.57137, 4.78258], [-2.49674, -0.68695, 4.51357], [-3.62639, -1.46498, 1.95343], [-4.27291, -1.47882, 3.58864], [-4.41107, -2.91903, 2.58010], [-1.88272, -3.75984, 5.19434], [-3.23990, -4.42942, 4.28698], [-3.46061, -2.99299, 5.27637], [-0.82780, -4.77930, -0.34169], [-2.23630, -5.82499, -0.53102], [-1.08537, -6.11503, 0.76910], [-2.80106, -2.68599, -0.20799], [-4.26470, -3.24976, 0.58577], [-3.59977, -4.18269, -0.74814], [-2.87977, -5.98816, 2.58503], [-3.92847, -6.01560, 1.17542], [-4.16940, -4.79779, 2.41323], [-2.39422, 1.24522, 2.11038], [-2.50156, 0.76388, 0.82086], [-3.78726, 0.90396, 0.39791]],
  "atomic_forces_ev_per_a": [[1.17, -1.01, -0.55], [-0.08, 0.09, -0.11], [0.00, -0.13, -0.27], [-0.03, 0.07, 0.10], [0.05, -0.04, 0.05], [-0.02, 0.00, -0.13], [-0.09, 0.07, 0.10], [-0.07, 0.14, 0.09], [0.33, -0.28, 0.37], [-0.05, 0.09, -0.34], [-0.27, 0.21, -0.14], [0.17, 0.04, 0.48], [0.01, 0.09, -0.06], [0.26, -0.27, 0.29], [-0.04, 0.13, 0.06], [0.01, -0.06, -0.08], [-0.10, 0.18, -0.02], [0.07, -0.06, 0.06], [0.14, -0.18, 0.00], [-0.18, 0.00, -0.04], [0.06, -0.12, 0.09], [0.03, -0.06, -0.05], [0.04, -0.03, 0.03], [0.02, -0.02, 0.08], [0.01, 0.01, 0.05], [-0.10, 0.11, -0.15], [0.01, 0.00, 0.03], [0.00, 0.02, 0.02], [0.01, -0.01, 0.04], [-0.03, 0.04, -0.05], [-0.39, -0.04, -0.26], [0.52, 0.20, -0.08], [0.01, 0.17, 0.01], [-0.49, -0.08, -0.45], [0.58, 0.08, 0.11], [-0.26, -0.09, 0.06], [0.08, -0.01, 0.12], [0.04, 0.08, -0.25], [-0.01, -0.02, 0.06], [0.17, 0.00, 0.15], [-0.06, -0.03, 0.04], [0.00, 0.10, 0.08], [-0.02, -0.03, 0.04], [0.02, -0.05, -0.03], [0.00, -0.01, 0.05], [-0.07, -0.06, 0.03], [0.03, -0.38, 0.28], [0.03, -0.15, 0.07], [-0.09, -0.01, 0.08], [0.55, 1.51, -1.11], [-0.26, -0.62, 0.65], [-0.18, -0.20, 0.39], [0.07, -0.03, -0.08], [-0.10, -0.10, 0.07], [-0.10, -0.09, 0.09], [-0.26, -0.33, 0.10], [-0.05, -0.05, 0.04], [-0.03, 0.00, -0.02], [-0.08, -0.15, 0.01], [0.14, -0.05, 0.01], [0.01, 0.19, -0.04], [0.03, 0.04, 0.00], [0.05, 0.00, 0.00], [0.02, 0.02, 0.06], [0.04, 0.05, -0.04], [0.09, -0.02, 0.07], [0.06, -0.01, -0.07], [0.01, 0.14, -0.13], [-0.03, -0.04, -0.09], [0.03, -0.01, 0.01], [-0.04, 0.05, 0.09], [0.12, 0.09, -0.08], [-0.09, 0.05, 0.03], [0.05, 0.17, 0.09], [-0.03, 0.03, -0.02], [0.05, 0.12, -0.01], [-0.01, 0.04, 0.03], [0.04, 0.17, -0.08], [-0.02, -0.09, -0.09], [-0.09, 0.06, -0.05], [0.08, -0.02, 0.00], [0.06, -0.03, -0.04], [-0.06, -0.03, -0.11], [0.01, 0.06, -0.06], [-0.02, -0.02, -0.06], [0.03, -0.04, -0.02], [-0.27, 0.04, 0.07], [-0.94, 0.40, 0.15], [-0.32, 0.05, 0.15]],
  "mulliken_charge": [1.490, -0.783, 0.395, -0.755, -0.250, -0.939, -0.264, 0.221, 0.402, -0.132, -0.738, 0.582, -0.711, 0.889, -0.708, -0.729, -0.323, -0.657, -0.011, -0.601, 0.144, 0.422, 0.379, 0.369, 0.445, 0.215, 0.312, 0.372, 0.344, 0.407, -0.185, 1.299, -1.833, 1.087, -0.219, -0.480, -0.234, 0.716, -0.236, -0.389, -0.240, -0.511, 0.015, 0.187, 0.246, -2.178, 2.867, -2.152, -2.078, -1.108, 0.577, 2.740, -1.902, -2.084, -2.044, 2.555, -2.179, -1.860, -2.066, 0.590, 0.359, 0.293, 0.547, 0.305, 0.277, 0.686, 0.260, 0.141, 0.141, 0.248, 0.567, 0.177, 0.690, 0.281, 0.304, 0.249, 0.533, 0.209, 0.738, 0.287, 0.265, 0.334, 0.537, 0.252, 0.543, 0.311, -0.248, 0.254, -0.224],
  "total_energy_ev": -124815.425,
  "lumo_ev": 4.01,
  "total_charge": -2,
  "homo_energy_ev": -1.68,
  "de_lowest_ev": 0.3205
}

=====

No. 3
{
  "formula": "C19H16BrN3O3S2",
  "method": "ωB97M-V/def2-TZVPD",
  "species": ["O", "C", "C", "S", "C", "N", "C", "C", "C", "O", "N", "C", "C", "C", "C", "Br", "C", "C", "S", "C", "C", "N", "C", "C", "C", "C", "C", "O", "H", "H", "H", "H", "H", "H", "H", "H", "H", "H", "H", "H", "H", "H", "H", "H"],
  "positions_angstrom": [[2.27276, 2.27153, 1.23567], [2.23325, 1.12949, 1.62809], [3.01764, 0.00073, 0.97233], [1.85416, -1.23905, 0.31680], [1.18026, -0.30147, -1.01224], [1.85618, 0.72289, -1.41047], [1.31758, 1.49168, -2.37119], [0.10516, 1.21491, -2.93726], [-0.66763, 0.06749, -2.54802], [-1.73404, -0.29371, -2.98929], [-0.02162, -0.68133, -1.52235], [-0.68128, -1.85079, -1.05749], [-0.05075, -3.08568, -1.14660], [-0.69386, -4.22040, -0.68930], [-1.97017, -4.10843, -0.16439], [-2.85534, -5.66646, 0.46815], [-2.61618, -2.88528, -0.09415], [-1.96758, -1.75049, -0.54182], [-0.41094, 2.36338, -4.13997], [1.22207, 3.22622, -4.07680], [1.98278, 2.74466, -2.84211], [1.50141, 0.72038, 2.68808], [0.52766, 1.57053, 3.32725], [-0.85660, 1.02819, 3.15411], [-1.33671, -0.00020, 2.39764], [-2.73099, -0.05668, 2.65142], [-2.98866, 0.93731, 3.53988], [-1.85902, 1.59839, 3.85206], [3.60769, 0.38575, 0.14347], [3.64212, -0.52759, 1.69122], [0.93529, -3.16155, -1.57827], [-0.21070, -5.18292, -0.75000], [-3.61682, -2.82165, 0.30399], [-2.45725, -0.79091, -0.49827], [1.74279, 2.97194, -4.99969], [1.02530, 4.29513, -4.06323], [1.94135, 3.47434, -2.02875], [3.03425, 2.56190, -3.06526], [1.46592, -0.26263, 2.91261], [0.61824, 2.56010, 2.86475], [0.75072, 1.67115, 4.39668], [-0.78167, -0.64198, 1.74340], [-3.43298, -0.74565, 2.23031], [-3.89380, 1.26675, 4.00900]],
  "atomic_forces_ev_per_a": [[0.04, 0.37, -0.11], [0.36, -0.27, -0.07], [-0.28, 0.02, -0.46], [0.27, -0.45, 0.35], [0.46, 0.42, 0.06], [0.32, -0.32, 0.34], [-0.95, -0.21, -0.46], [0.53, 0.27, 0.05], [0.32, 0.14, -0.05], [-0.22, 0.07, -0.16], [0.08, 0.19, -0.10], [-0.27, -0.52, 0.18], [-0.19, 0.28, -0.10], [-0.14, -0.12, 0.10], [-0.01, -0.19, 0.04], [0.08, 0.14, -0.06], [0.01, -0.05, 0.03], [0.19, -0.05, -0.02], [-0.12, 0.23, -0.14], [-0.32, -0.13, -0.28], [-0.02, 0.02, 0.09], [-0.37, -0.13, 0.52], [-0.15, 0.33, 0.18], [0.33, -0.61, -0.56], [0.40, 0.41, 0.26], [-0.26, 0.41, 0.39], [-0.50, -0.64, -0.45], [0.34, 0.39, 0.27], [0.01, 0.03, 0.20], [-0.01, -0.05, 0.01], [0.09, 0.00, -0.07], [0.02, -0.07, 0.01], [-0.07, -0.01, 0.03], [-0.03, 0.09, -0.01], [0.05, 0.06, 0.08], [0.07, -0.01, -0.02], [0.04, -0.01, 0.01], [0.01, 0.02, 0.06], [0.01, 0.08, -0.12], [0.01, -0.14, 0.14], [-0.04, 0.07, -0.12], [0.22, -0.08, -0.11], [-0.23, -0.13, -0.05], [-0.07, 0.12, 0.12]],
  "nbo_charge": [-0.601, 0.669, -0.618, 0.257, 0.322, -0.513, 0.247, -0.336, 0.627, -0.591, -0.465, 0.209, -0.213, -0.239, -0.067, 0.064, -0.228, -0.197, 0.280, -0.502, -0.454, -0.610, -0.270, 0.278, -0.341, -0.303, 0.085, -0.400, 0.278, 0.245, 0.232, 0.234, 0.232, 0.243, 0.216, 0.229, 0.241, 0.235, 0.399, 0.254, 0.211, 0.233, 0.225, 0.205],
  "total_energy_ev": -122288.979,
  "lumo_ev": 0.15,
  "total_charge": 0,
  "homo_energy_ev": -7.75,
  "smiles": "O=C(CSc1nc2c(c(=O)n1-c1ccc(Br)cc1)SCC2)NCc1ccco1"
}